# 1
This record from the OMol25 dataset describes a molecular structure, O20S5Sr6. The level of theory is the ωB97M-V functional and the def2-TZVPD basis.

Last column: Löwdin charge in e.
Atoms and positions in Å:
1 Sr 0.169 1.995 -0.033  1.72
2 Sr 2.152 -0.771 -2.283  1.74
3 Sr -2.667 -1.663 -0.617  1.67
4 Sr 1.952 -4.077 2.408  1.80
5 Sr -2.199 -1.234 3.408  1.73
6 Sr 1.163 1.115 3.998  1.76
7 S -0.541 -2.982 -3.195  0.23
8 O 0.887 -2.568 -3.089  -0.57
9 O -1.144 -1.884 -3.925  -0.28
10 O -0.625 -4.302 -3.807  -0.28
11 O -1.108 -2.974 -1.834  -0.60
12 S 0.304 -0.975 1.060  0.25
13 O 1.068 0.134 1.613  -0.49
14 O 0.723 -2.139 1.923  -0.65
15 O -1.148 -0.759 1.371  -0.66
16 O 0.440 -1.250 -0.358  -0.37
17 S 3.744 1.235 -0.806  0.21
18 O 4.292 0.337 -1.869  -0.51
19 O 4.237 2.580 -0.985  -0.29
20 O 2.252 1.136 -0.840  -0.74
21 O 4.145 0.580 0.451  -0.40
22 S -1.254 2.498 3.206  0.29
23 O -1.311 1.037 3.674  -0.71
24 O -0.464 2.286 2.013  -0.63
25 O -2.579 3.018 3.000  -0.20
26 O -0.296 3.062 4.169  -0.44
27 S -2.458 1.343 -1.728  0.20
28 O -1.450 0.484 -1.020  -0.71
29 O -3.825 1.142 -1.259  -0.36
30 O -2.016 2.720 -1.514  -0.39
31 O -2.442 0.873 -3.132  -0.31

Calculated values
* LUMO level: -10.15 eV
* HOMO-LUMO gap: 0.07274 Eh
* charge: +2

---

# 2
This record from the OMol25 dataset describes a single C5H5NO molecule. The level of theory is the ωB97M-V functional and the def2-TZVPD basis.

Last column: Löwdin charge in e.
Atoms and positions in Å:
1 O 1.599 2.056 0.701  0.03
2 C 0.874 1.096 0.449  -0.48
3 C 1.482 -0.226 0.193  -0.07
4 C 1.999 -1.310 0.097  0.13
5 C -0.550 1.119 0.563  -0.08
6 C -1.151 -0.608 -0.992  0.04
7 N -1.354 0.137 0.063  -0.05
8 H 2.438 -2.281 0.022  0.03
9 H -1.023 1.899 1.142  0.11
10 H -1.764 -1.480 -1.164  0.08
11 H -0.352 -0.345 -1.668  0.09
12 H -2.199 -0.056 0.594  0.16

Calculated values
* ΔE to the lowest compared entry with this formula, charge and spin: 92.4 kcal/mol
* LUMO level (alpha / beta): -0.15 / -0.16 eV
* HOMO-LUMO gap (alpha / beta): 0.28137 / 0.28114 Eh

---

# 3
This record from the OMol25 dataset describes a molecular structure, C19H17IN5O4Ru. The level of theory is the ωB97M-V functional and the def2-TZVPD basis.

Last column: Löwdin charge in e.
Atoms and positions in Å:
1 Ru -0.843 -0.427 -0.289  1.15
2 O 3.943 -0.204 0.370  0.08
3 C 4.169 0.700 -0.594  -0.26
4 C 5.480 1.137 -0.784  -0.01
5 C 5.770 2.056 -1.770  -0.08
6 C 4.767 2.553 -2.600  -0.09
7 C 3.468 2.132 -2.420  -0.03
8 C 3.142 1.212 -1.419  -0.08
9 C 1.756 0.777 -1.228  -0.38
10 O 1.453 0.050 -0.218  -0.09
11 N 0.861 1.172 -2.135  0.08
12 N -0.348 0.750 -1.876  -0.15
13 C -1.361 1.083 -2.636  -0.08
14 C -2.675 0.949 -2.109  -0.27
15 C -3.824 1.279 -2.846  -0.01
16 C -5.068 1.081 -2.297  -0.05
17 C -5.171 0.581 -0.999  -0.05
18 C -4.007 0.292 -0.315  -0.12
19 N -2.801 0.464 -0.842  -0.01
20 H 2.971 -0.344 0.415  0.07
21 H 6.253 0.737 -0.142  0.12
22 H 6.790 2.398 -1.893  0.10
23 H 5.012 3.268 -3.374  0.10
24 H 2.672 2.517 -3.041  0.11
25 H -1.177 1.475 -3.630  0.13
26 H -3.700 1.667 -3.849  0.12
27 H -5.963 1.305 -2.862  0.11
28 H -6.135 0.412 -0.542  0.11
29 H -4.041 -0.098 0.695  0.12
30 I -1.804 -2.897 -1.665  0.78
31 C 0.084 -2.166 -0.962  -0.69
32 H 0.747 -2.077 -1.818  -0.02
33 H 0.445 -2.847 -0.199  -0.02
34 C -0.665 -3.264 4.550  -0.02
35 N -0.768 -2.031 3.786  -0.06
36 C -0.688 -0.811 4.377  -0.06
37 C -0.765 0.339 3.677  0.01
38 C -0.911 0.242 2.251  -0.52
39 O -0.953 1.212 1.459  -0.05
40 N -1.023 -0.999 1.695  0.02
41 C -0.926 -2.160 2.394  -0.51
42 O -0.977 -3.268 1.884  0.02
43 H -0.860 -3.062 5.601  0.09
44 H 0.326 -3.705 4.438  0.10
45 H -1.392 -3.973 4.163  0.09
46 H -0.561 -0.815 5.452  0.13
47 H -0.702 1.308 4.144  0.11

Calculated values
* ΔE to the lowest compared entry with this formula, charge and spin: 18.9 kcal/mol
* LUMO level (alpha / beta): -1.10 / -0.99 eV
* HOMO-LUMO gap (alpha / beta): 0.24978 / 0.25435 Eh
* multiplicity: 2

---

# 4
This record from the OMol25 dataset describes a molecular structure, C3H5ClN4. The level of theory is the ωB97M-V functional and the def2-TZVPD basis.

Last column: Löwdin charge in e.
Atoms and positions in Å:
1 C -0.445 0.344 -0.500  -0.53
2 C -0.325 1.246 1.363  -0.20
3 C 0.691 0.435 1.296  -0.79
4 H -2.432 -0.248 -1.052  0.20
5 H -1.310 0.217 -2.663  0.17
6 H -0.671 1.722 2.336  0.14
7 H 0.908 -2.065 -0.376  0.09
8 H 1.762 -1.132 -1.280  0.14
9 N -1.241 -0.349 -1.525  -0.02
10 N -1.103 1.070 0.308  0.09
11 N 0.709 -0.002 0.003  -0.10
12 N 1.519 -1.233 -0.194  0.06
13 Cl 1.940 -0.004 2.283  0.76

Calculated values
* ΔE to the lowest compared entry with this formula, charge and spin: 110.0 kcal/mol
* LUMO level: 0.49 eV
* HOMO-LUMO gap: 0.33071 Eh

---

Looking at molar mass for the records above, in order, we have 1006.0; 95.1; 607.4; 132.6 g mol⁻¹.
Looking at E for the records above, in order, we have -100134.44047; -8799.41394; -46301.94745; -21670.59962 eV.